[1]
{
  "formula": "C5H11BaO4",
  "method": "ωB97M-V/def2-TZVPD",
  "s_squared": 0.75,
  "homo_energy_ha": [-0.2966, -0.2969],
  "e_lumo_ev": [0.0, 0.0],
  "multiplicity": 2,
  "gap_ev": [8.08, 8.07],
  "species": ["O", "Ba", "O", "C", "C", "O", "C", "C", "O", "C", "H", "H", "H", "H", "H", "H", "H", "H", "H", "H", "H"],
  "positions_angstrom": [[-0.2415, -1.6043, -1.5185], [-0.3166, -0.2163, 0.0648], [1.4500, 0.2190, 1.1577], [2.7103, 0.2538, 0.5752], [2.8240, -0.7362, -0.5828], [1.7526, -0.4641, -1.4883], [1.0293, -1.5772, -2.0883], [-3.1955, -1.9176, 1.2775], [-2.6075, -0.6809, 1.2710], [-3.3398, 0.3847, 1.8909], [3.5142, 0.0038, 1.2959], [2.9466, 1.2658, 0.1828], [2.7213, -1.7675, -0.2036], [3.7891, -0.6451, -1.1054], [0.9182, -1.3521, -3.1663], [1.7229, -2.4401, -2.0708], [-2.4821, -2.7324, 1.1694], [-4.0983, -2.0343, 1.8775], [-3.0294, 1.3389, 1.4474], [-4.4010, 0.2008, 1.6929], [-3.1344, 0.3785, 2.9684]],
  "lowdin_spin": [0.000, 0.001, 0.000, 0.000, 0.000, 0.000, 0.000, 0.668, 0.220, 0.009, 0.000, 0.000, 0.000, 0.000, 0.000, 0.000, 0.045, 0.050, -0.001, 0.004, 0.003]
}


[2]
{
  "formula": "C5H11BiClF3O3SZr",
  "method": "ωB97M-V/def2-TZVPD",
  "homo_energy_ha": -0.2475,
  "e_lumo_ev": -3.3,
  "gap_ev": 3.46,
  "species": ["Bi", "Cl", "C", "C", "H", "H", "H", "H", "H", "H", "Zr", "C", "C", "H", "H", "H", "H", "H", "F", "C", "F", "F", "S", "O", "O", "O"],
  "positions_angstrom": [[0.2254, 0.4257, -4.3019], [0.9649, -1.2782, -0.6650], [2.0527, 0.8076, -2.9886], [-0.7970, -1.5074, -3.6660], [2.7364, 1.4599, -3.5461], [1.6520, 1.3228, -2.1069], [2.5252, -0.1331, -2.6920], [-1.0887, -2.0600, -4.5679], [-1.6817, -1.1670, -3.1089], [-0.1431, -2.0822, -3.0022], [-0.7207, -0.0377, 0.8255], [-2.3091, -1.5308, 0.9022], [-1.8741, 1.5547, 0.0943], [-3.1354, -1.1914, 0.2557], [-1.9560, -2.5076, 0.5444], [-2.6875, -1.6494, 1.9283], [-2.7980, 1.4116, -0.4986], [-1.6819, 2.6187, 0.3043], [2.5925, -0.1711, 4.4180], [2.2415, 0.6299, 3.3917], [2.7839, 1.8569, 3.5714], [2.7186, 0.1008, 2.2324], [0.3779, 0.7945, 3.2716], [-0.1113, -0.5794, 2.8654], [-0.0889, 1.3059, 4.5176], [0.2022, 1.6064, 2.0214]],
  "lowdin_charge": [1.369, -0.103, -0.421, -0.402, -0.016, -0.033, -0.042, -0.015, -0.015, -0.063, 1.206, -0.325, -0.275, -0.011, -0.013, -0.006, -0.076, -0.069, 0.141, -0.591, 0.133, 0.105, 0.601, -0.429, -0.216, -0.434]
}


[3]
{
  "formula": "C5H11Cl",
  "method": "ωB97M-V/def2-TZVPD",
  "smiles": "CC(C)(C)CCl",
  "homo_energy_ha": -0.3816,
  "e_lumo_ev": 0.9,
  "gap_ev": 11.24,
  "species": ["C", "C", "C", "C", "C", "Cl", "H", "H", "H", "H", "H", "H", "H", "H", "H", "H", "H"],
  "positions_angstrom": [[-0.8080, 1.2138, 0.6171], [0.0441, 0.3523, -1.5222], [-0.1394, -1.3414, 0.2765], [1.5446, 0.1950, 0.5634], [0.0864, 0.0587, -0.0119], [2.1602, 1.8817, 0.6909], [-1.2343, 1.1485, 1.5822], [-1.5345, 1.6547, 0.0169], [-0.0556, 2.0688, 0.7765], [0.8655, -0.2785, -1.9545], [0.4053, 1.3472, -1.6088], [-0.9165, 0.1870, -1.8826], [0.6392, -1.9517, -0.1034], [-0.3802, -1.6536, 1.2136], [-1.0440, -1.6241, -0.3720], [1.4338, -0.0728, 1.6458], [2.2347, -0.3833, 0.0434]],
  "lowdin_charge": [-0.056, -0.050, -0.091, -0.510, -0.634, 0.567, 0.058, 0.047, 0.030, 0.107, 0.062, 0.064, 0.079, 0.055, 0.126, 0.095, 0.052]
}


Computed energy above the lowest of the compared OMol25 structures with the same formula, charge and spin, in the same sequence as the records: 0.0; 137.8; 109.4 kJ/mol.